# C76H152BN8O16

A cluster of 9 separate species, C76H152BN8O16 in total (the ωB97M-V functional and the def2-TZVPD basis, the Open Molecules 2025 dataset).

The geometry in XYZ format:
```
253
Properties=species:S:1:pos:R:3
O -0.521 0.061 3.464
C -0.431 -0.037 2.235
O -1.433 -0.443 1.450
B -0.954 -0.378 0.077
O 0.473 -0.030 0.090
C 0.833 0.243 1.370
O 1.950 0.707 1.773
O -1.804 0.532 -0.720
C -2.367 -0.131 -1.676
O -3.104 0.252 -2.589
C -1.749 -1.534 -1.678
O -1.127 -1.682 -0.628
O -2.020 -2.378 -2.619
C 6.188 -2.863 -2.540
C 6.628 -2.597 -1.090
C 7.176 -1.120 -0.918
C 6.143 -0.048 -0.772
C 5.304 -0.494 0.468
C 4.536 -1.805 0.153
N 5.505 -2.873 -0.148
O 4.866 -4.039 -0.352
C 3.775 -2.150 1.504
C 3.482 -1.670 -0.936
C 7.746 -3.620 -0.882
H 5.740 -3.844 -2.701
H 7.074 -2.741 -3.163
H 5.404 -2.153 -2.801
H 7.792 -1.097 -0.019
H 7.750 -0.783 -1.782
H 5.530 0.100 -1.661
H 6.740 0.861 -0.702
H 4.578 0.265 0.757
H 6.012 -0.593 1.291
H 4.552 -2.083 2.266
H 3.023 -1.381 1.682
H 3.271 -3.114 1.438
H 2.935 -2.583 -1.170
H 2.638 -1.059 -0.612
H 3.892 -1.413 -1.913
H 7.583 -4.692 -0.998
H 8.228 -3.520 0.091
H 8.531 -3.447 -1.619
H 5.276 -4.620 0.292
C 6.024 3.929 -0.592
C 5.088 4.144 0.655
C 5.715 5.290 1.547
C 5.518 6.706 1.050
C 3.999 6.891 0.729
C 3.411 5.869 -0.258
N 3.773 4.564 0.273
O 3.065 3.490 -0.197
C 1.924 6.057 -0.027
C 3.807 6.162 -1.731
C 5.125 2.914 1.599
H 6.780 3.216 -0.261
H 6.459 4.864 -0.946
H 5.473 3.377 -1.353
H 5.246 5.302 2.531
H 6.767 5.093 1.748
H 6.110 6.984 0.178
H 5.867 7.377 1.835
H 4.034 7.896 0.308
H 3.469 6.928 1.681
H 1.613 5.991 1.016
H 1.670 7.078 -0.312
H 1.225 5.410 -0.557
H 3.286 5.499 -2.421
H 3.509 7.144 -2.099
H 4.881 6.050 -1.883
H 5.172 1.987 1.027
H 4.274 2.904 2.280
H 6.002 2.953 2.244
H 2.861 2.953 0.572
C 3.057 3.487 7.108
C 4.061 2.605 6.266
C 5.030 1.866 7.214
C 4.470 0.744 8.080
C 3.839 -0.254 7.054
C 2.893 0.313 6.021
N 3.408 1.561 5.436
O 2.584 2.071 4.424
C 2.647 -0.783 4.934
C 1.545 0.600 6.655
C 4.991 3.434 5.403
H 3.617 4.208 7.702
H 2.368 3.024 7.815
H 2.338 4.042 6.506
H 5.932 1.515 6.712
H 5.514 2.600 7.858
H 3.775 1.067 8.855
H 5.302 0.331 8.649
H 3.229 -0.896 7.689
H 4.630 -0.880 6.642
H 2.268 -1.733 5.310
H 1.786 -0.466 4.346
H 3.514 -0.935 4.290
H 1.622 0.976 7.675
H 0.957 1.289 6.049
H 0.914 -0.288 6.602
H 5.766 4.047 5.863
H 4.439 4.121 4.761
H 5.481 2.771 4.690
H 2.616 1.356 3.784
C -6.718 -0.092 -0.421
C -6.995 -1.316 -1.310
C -8.360 -1.907 -0.799
C -9.534 -1.076 -1.163
C -9.563 -0.942 -2.746
C -8.241 -0.329 -3.336
N -7.014 -0.982 -2.737
O -5.852 -0.352 -3.097
C -8.294 -0.609 -4.879
C -8.346 1.192 -3.090
C -6.002 -2.368 -0.934
H -7.431 0.728 -0.511
H -5.656 0.155 -0.430
H -6.826 -0.505 0.581
H -8.618 -2.821 -1.334
H -8.379 -2.285 0.223
H -9.347 -0.037 -0.892
H -10.464 -1.285 -0.635
H -10.424 -0.390 -3.123
H -9.848 -1.932 -3.103
H -8.047 -1.653 -5.072
H -9.229 -0.445 -5.415
H -7.555 0.108 -5.236
H -7.605 1.707 -3.701
H -9.282 1.570 -3.501
H -8.259 1.557 -2.066
H -5.807 -2.337 0.138
H -4.999 -2.121 -1.284
H -6.201 -3.391 -1.254
H -6.017 0.507 -2.702
C -6.105 -0.639 3.242
C -4.980 -1.650 3.678
C -5.629 -2.513 4.789
C -4.894 -3.797 5.077
C -4.522 -4.629 3.822
C -3.821 -3.805 2.696
N -4.465 -2.473 2.555
O -3.810 -1.709 1.594
C -2.415 -3.732 3.158
C -3.928 -4.525 1.331
C -3.818 -0.846 4.280
H -5.870 -0.084 2.334
H -6.176 0.129 4.012
H -7.071 -1.051 2.950
H -5.646 -1.945 5.720
H -6.680 -2.695 4.564
H -5.640 -4.366 5.631
H -4.005 -3.663 5.693
H -5.425 -5.145 3.495
H -3.934 -5.476 4.175
H -2.289 -3.484 4.212
H -1.926 -4.699 3.039
H -1.820 -3.073 2.526
H -3.346 -4.005 0.570
H -3.720 -5.583 1.488
H -4.929 -4.380 0.925
H -4.005 -0.167 5.112
H -3.393 -0.123 3.584
H -2.989 -1.474 4.604
H -2.963 -1.638 2.042
C -2.183 2.222 -5.409
C -0.695 1.967 -5.236
C -0.318 2.489 -3.807
C 1.130 2.017 -3.374
C 1.177 0.488 -3.463
C 0.789 -0.093 -4.847
N -0.541 0.458 -5.273
O -1.084 -0.164 -6.410
C 1.965 0.072 -5.830
C 0.654 -1.586 -4.555
C 0.088 2.836 -6.256
H -2.527 1.968 -6.412
H -2.434 3.278 -5.514
H -2.864 1.913 -4.616
H -0.271 3.564 -3.633
H -1.106 2.125 -3.147
H 1.232 2.194 -2.303
H 1.948 2.480 -3.925
H 0.627 0.097 -2.607
H 2.215 0.244 -3.235
H 2.672 -0.726 -5.601
H 1.582 -0.291 -6.784
H 2.430 1.057 -5.832
H 0.744 -2.215 -5.441
H 1.321 -1.873 -3.743
H -0.263 -1.737 -3.985
H -0.303 2.534 -7.227
H 1.152 2.612 -6.180
H -0.025 3.916 -6.160
H -0.571 0.128 -7.168
C -2.331 2.788 2.054
C -3.609 3.613 1.712
C -3.442 4.931 2.437
C -2.562 5.965 1.624
C -2.799 6.028 0.121
C -2.923 4.630 -0.577
N -3.762 3.757 0.252
O -4.160 2.571 -0.384
C -3.634 4.964 -1.959
C -1.444 4.205 -0.906
C -4.822 2.942 2.393
H -1.398 3.331 1.905
H -2.234 1.866 1.480
H -2.361 2.358 3.055
H -4.304 5.426 2.884
H -2.729 4.772 3.246
H -1.509 5.728 1.774
H -2.735 6.900 2.156
H -2.073 6.712 -0.317
H -3.765 6.524 0.037
H -4.706 4.989 -1.763
H -3.198 5.911 -2.275
H -3.513 4.147 -2.671
H -0.955 4.891 -1.597
H -0.751 4.156 -0.066
H -1.488 3.191 -1.302
H -4.916 1.908 2.062
H -5.719 3.466 2.063
H -4.751 2.974 3.480
H -3.300 2.290 -0.705
C 4.494 -6.622 -3.658
C 3.003 -6.492 -3.902
C 2.501 -7.937 -3.626
C 1.057 -8.006 -3.272
C 0.729 -7.101 -2.067
C 1.168 -5.611 -2.312
N 2.577 -5.614 -2.822
O 3.069 -4.302 -2.955
C 0.158 -5.029 -3.342
C 0.891 -4.821 -0.983
C 2.548 -5.955 -5.349
H 5.106 -5.754 -3.903
H 4.796 -7.513 -4.209
H 4.727 -6.875 -2.624
H 2.660 -8.596 -4.480
H 3.043 -8.473 -2.847
H 0.808 -9.034 -3.010
H 0.351 -7.682 -4.037
H 1.327 -7.486 -1.241
H -0.332 -7.027 -1.831
H -0.728 -4.682 -2.810
H 0.554 -4.078 -3.699
H -0.054 -5.681 -4.190
H 0.815 -3.734 -0.954
H 0.001 -5.078 -0.409
H 1.778 -4.776 -0.351
H 1.522 -6.289 -5.503
H 3.191 -6.489 -6.049
H 2.717 -4.883 -5.446
H 3.624 -4.219 -2.175
```

Values from the calculation:
Gap between HOMO and LUMO: 7.64 eV
Max |F|: 9.400 eV/Å
LUMO energy: 1.673 eV
Relative energy (zero: lowest compared OMol25 entry of this formula, charge and spin): 4.811 eV
Total charge: -1

Atomic partial charges in e from the Löwdin method, atoms 1 to 99: atom 1 (O): 0.1233, atom 2 (C): -0.3228, atom 3 (O): 0.1913, atom 4 (B): -0.8865, atom 5 (O): 0.2211, atom 6 (C): -0.2389, atom 7 (O): 0.0696, atom 8 (O): 0.2175, atom 9 (C): -0.3755, atom 10 (O): 0.1284, atom 11 (C): -0.3944, atom 12 (O): 0.2649, atom 13 (O): 0.0585, atom 14 (C): -0.0305, atom 15 (C): -0.4533, atom 16 (C): -0.1328, atom 17 (C): -0.1789, atom 18 (C): -0.1149, atom 19 (C): -0.4549, atom 20 (N): -0.1345, atom 21 (O): -0.0167, atom 22 (C): -0.0067, atom 23 (C): -0.0104, atom 24 (C): -0.0562, atom 25 (H): 0.0599, atom 26 (H): 0.0855, atom 27 (H): 0.0689, atom 28 (H): 0.1164, atom 29 (H): 0.1194, atom 30 (H): 0.1110, atom 31 (H): 0.0953, atom 32 (H): 0.0868, atom 33 (H): 0.1218, atom 34 (H): 0.0760, atom 35 (H): 0.0499, atom 36 (H): 0.0767, atom 37 (H): 0.0608, atom 38 (H): 0.0789, atom 39 (H): 0.0659, atom 40 (H): 0.0789, atom 41 (H): 0.0773, atom 42 (H): 0.0784, atom 43 (H): 0.1221, atom 44 (C): -0.0145, atom 45 (C): -0.4603, atom 46 (C): -0.1495, atom 47 (C): -0.1830, atom 48 (C): -0.1325, atom 49 (C): -0.4888, atom 50 (N): -0.1380, atom 51 (O): 0.0082, atom 52 (C): -0.0472, atom 53 (C): -0.0079, atom 54 (C): -0.0153, atom 55 (H): 0.0622, atom 56 (H): 0.0650, atom 57 (H): 0.0812, atom 58 (H): 0.1066, atom 59 (H): 0.1149, atom 60 (H): 0.0983, atom 61 (H): 0.1052, atom 62 (H): 0.1134, atom 63 (H): 0.1164, atom 64 (H): 0.0869, atom 65 (H): 0.0872, atom 66 (H): 0.0607, atom 67 (H): 0.0801, atom 68 (H): 0.0779, atom 69 (H): 0.0615, atom 70 (H): 0.0473, atom 71 (H): 0.0811, atom 72 (H): 0.0829, atom 73 (H): 0.0823, atom 74 (C): -0.0161, atom 75 (C): -0.4645, atom 76 (C): -0.1705, atom 77 (C): -0.1616, atom 78 (C): -0.1341, atom 79 (C): -0.5033, atom 80 (N): -0.1085, atom 81 (O): -0.0099, atom 82 (C): -0.0194, atom 83 (C): -0.0391, atom 84 (C): -0.0538, atom 85 (H): 0.0742, atom 86 (H): 0.0589, atom 87 (H): 0.0769, atom 88 (H): 0.1178, atom 89 (H): 0.1101, atom 90 (H): 0.1003, atom 91 (H): 0.1031, atom 92 (H): 0.1137, atom 93 (H): 0.1178, atom 94 (H): 0.0920, atom 95 (H): 0.0515, atom 96 (H): 0.0782, atom 97 (H): 0.0710, atom 98 (H): 0.0863, atom 99 (H): 0.0831